(1)
A molecular structure, C32H46BCaF4N11OPSSe, computed with the ωB97M-V functional and the def2-TZVPD basis.

Values from the calculation:
Energy above the lowest of the compared OMol25 structures with the same formula, charge and spin: 365.4 kJ/mol
Charge: -1
LUMO level: 2.039 eV

Element x y z (Å)
Se: 0.991 2.999 0.851
Ca: 0.416 -0.664 0.734
S: 1.577 -2.035 -2.307
P: 0.876 -1.948 4.221
F: 2.912 0.558 -0.475
F: 4.052 2.528 -0.331
F: 5.147 0.586 0.009
F: 4.426 1.117 -2.072
O: 1.643 2.686 -3.484
N: -1.532 -1.194 -0.007
N: 1.729 0.434 -3.207
N: -0.295 5.122 -0.543
N: 0.057 -0.883 -4.119
N: -1.395 -0.415 4.745
N: -0.745 5.135 1.593
N: 2.208 -0.232 2.500
N: 3.250 -0.501 4.436
N: 0.940 -4.419 2.881
N: -0.484 0.094 2.800
N: 1.000 -2.708 1.495
C: -2.117 -1.792 -3.402
C: 3.949 0.423 3.710
C: 1.503 1.574 -3.974
C: 2.190 -0.873 3.653
C: 0.204 4.726 -1.828
C: 1.186 -4.915 1.629
C: 0.804 -5.173 4.091
C: -2.013 0.718 4.287
C: -1.091 6.206 -0.292
C: 1.221 -3.837 0.789
C: -0.073 4.447 0.618
C: -0.764 4.754 2.972
C: -3.036 -1.746 1.868
C: 1.121 1.400 -5.385
C: -3.870 -1.712 -0.488
C: 1.239 0.286 -7.517
C: -2.309 -3.504 0.253
C: 0.425 1.261 -8.083
C: 1.590 0.347 -6.186
C: 3.286 0.574 2.528
C: -0.823 -2.017 -4.185
C: -2.606 -1.981 0.391
C: -0.472 -0.782 3.795
C: -1.673 -1.119 5.960
C: 0.810 -3.058 2.756
C: -1.431 1.008 3.085
C: -2.966 -0.666 -3.987
C: -1.371 6.219 1.030
C: 1.078 -0.760 -3.241
C: -0.024 2.319 -7.301
C: 3.534 -0.932 5.768
C: 0.328 2.394 -5.974
B: 4.154 1.211 -0.721
H: 0.149 1.202 -9.126
H: -0.102 -4.871 4.620
H: -2.493 0.301 -3.829
H: -1.950 6.907 1.613
H: -1.044 -2.210 -5.243
H: -2.810 1.187 4.830
H: -1.570 -3.816 0.988
H: 2.348 0.580 -2.411
H: 4.850 0.864 4.082
H: -3.291 -0.699 2.011
H: -0.459 5.588 3.606
H: 1.394 -3.804 -0.270
H: -1.623 1.821 2.410
H: -1.922 -3.713 -0.741
H: -3.744 -2.172 -1.460
H: -0.915 -0.896 6.719
H: -0.302 -0.023 -4.511
H: 1.306 -5.966 1.449
H: -2.654 -0.827 6.333
H: 1.660 -5.003 4.753
H: 1.598 -0.528 -8.131
H: -2.210 -2.005 2.527
H: -0.290 -2.870 -3.758
H: 4.462 -0.468 6.099
H: -4.005 -0.642 -0.619
H: -0.477 4.021 -2.309
H: 3.634 -2.021 5.815
H: -4.764 -2.133 -0.028
H: -1.664 -2.194 5.770
H: 2.235 -0.403 -5.754
H: -0.055 3.932 3.087
H: 0.743 -6.234 3.853
H: -2.687 -2.725 -3.425
H: -3.114 -0.809 -5.058
H: -1.757 4.412 3.275
H: 3.527 1.216 1.710
H: -3.224 -4.077 0.407
H: 2.729 -0.635 6.449
H: -3.901 -2.357 2.130
H: -3.942 -0.636 -3.506
H: 0.321 5.603 -2.460
H: 1.163 4.220 -1.720
H: -1.853 -1.560 -2.362
H: -0.654 3.082 -7.737
H: -0.005 3.210 -5.348
H: -1.383 6.888 -1.065

=====

(2)
A gas-phase ion, C6H14NO (charge +1), computed with the ωB97M-V functional and the def2-TZVPD basis.

Values from the calculation:
Energy above the lowest of the compared OMol25 structures with the same formula, charge and spin: 86.6 kJ/mol
Charge: +1
SMILES string: [NH3+]CCCCCC=O
LUMO level: -3.690 eV

Element x y z (Å)
O: 1.769 0.677 -2.434
N: 0.867 -1.422 1.939
C: 0.652 1.124 -2.452
C: 0.009 0.956 -0.096
C: -1.488 -0.691 1.268
C: -0.487 -1.824 1.376
C: -0.416 0.594 -1.507
C: -1.061 0.758 0.988
H: -1.415 0.883 -1.811
H: 0.221 2.026 -0.022
H: -0.877 -2.648 1.952
H: -2.028 -0.680 2.224
H: 1.280 -0.784 1.255
H: -1.945 1.366 0.846
H: 1.479 -2.238 1.939
H: 0.800 -0.952 2.849
H: -0.488 -0.491 -1.693
H: 0.386 1.994 -3.072
H: -0.622 1.121 1.927
H: -2.327 -1.021 0.656
H: 0.967 0.475 0.119
H: -0.258 -2.237 0.396

=====

(3)
A single C2H4N6 molecule, computed with the ωB97M-V functional and the def2-TZVPD basis.

Values from the calculation:
Energy above the lowest of the compared OMol25 structures with the same formula, charge and spin: 375.1 kJ/mol
SMILES string: [H]/N=c1\nnc(N)n[nH]1
LUMO level: -1.545 eV

Element x y z (Å)
N: -0.408 1.271 -0.150
N: 0.937 1.010 0.041
N: -2.586 -0.174 -0.245
N: -0.602 -1.107 0.025
N: 2.757 -0.116 -0.064
N: 0.669 -1.313 -0.104
C: 1.500 -0.210 0.022
C: -1.104 0.118 0.100
H: -2.848 0.627 0.134
H: 3.173 -1.096 -0.376
H: 1.271 1.958 0.041
H: -2.759 -0.968 0.576

=====

(4)
A single C7H12Cl2N2O2 molecule, computed with the ωB97M-V functional and the def2-TZVPD basis.

Values from the calculation:
Energy above the lowest of the compared OMol25 structures with the same formula, charge and spin: 0.0 kJ/mol
SMILES string: CC(C)(C/C(O)=N/N)[C@@H](Cl)C(=O)Cl
LUMO level: 0.431 eV

Element x y z (Å)
Cl: 2.670 1.642 -0.226
Cl: 2.968 -1.461 -0.129
O: 1.267 1.166 1.889
O: -1.652 1.287 1.730
N: -0.853 1.863 -0.339
N: -1.271 3.138 -0.103
C: 1.748 0.673 0.892
C: 0.177 -2.561 -0.606
C: 0.208 -0.236 -1.766
C: -1.103 0.977 0.551
C: 0.248 -0.990 -0.404
C: -0.979 -0.520 0.355
C: 1.458 -0.746 0.568
H: -0.602 3.778 -0.376
H: -1.647 3.365 0.834
H: -0.560 -2.899 -1.305
H: -1.892 -0.886 -0.099
H: 1.140 -2.953 -0.862
H: -0.223 -2.949 0.246
H: -0.693 -0.524 -2.323
H: 1.226 -1.196 1.579
H: -0.127 0.839 -1.634
H: -1.826 0.490 2.369
H: -0.863 -0.906 1.406
H: 1.180 -0.392 -2.248

=====

(5)
A molecular structure, C32H81CaO18V, computed with the ωB97M-V functional and the def2-TZVPD basis.

Values from the calculation:
Energy above the lowest of the compared OMol25 structures with the same formula, charge and spin: 17.2 kJ/mol
LUMO level: 0.113 eV

Element x y z (Å)
V: -3.928 2.690 -1.728
Ca: 0.116 1.177 0.022
O: -5.797 2.321 -0.420
O: -1.882 -2.355 0.931
O: 0.520 4.689 -2.807
O: -2.167 1.723 -0.348
O: -3.522 0.570 -1.451
O: 0.709 2.925 -1.462
O: 1.202 0.132 -1.922
O: 2.403 1.055 0.792
O: -2.027 3.016 -3.033
O: 2.922 -3.815 2.714
O: -4.976 2.639 -2.945
O: -0.501 -1.963 -2.839
O: 0.016 3.327 1.271
O: 1.289 4.908 -0.758
O: 3.998 -1.409 1.173
O: -3.622 4.170 -1.171
O: -0.275 -0.197 1.870
O: -1.647 -0.303 -0.764
C: -4.916 2.282 1.783
C: 1.336 -4.322 0.959
C: 5.274 -1.601 0.653
C: -0.076 -1.184 4.145
C: 3.624 1.750 2.603
C: -5.891 1.671 0.804
C: -0.159 0.081 3.215
C: -1.466 0.805 3.484
C: 1.876 -4.664 2.389
C: -2.945 -3.241 1.330
C: 0.327 5.201 2.592
C: 2.506 0.101 -2.444
C: -1.114 3.611 -5.286
C: -4.016 -2.311 2.008
C: 2.919 -1.288 -2.353
C: 4.196 2.577 0.223
C: 6.305 -1.675 1.794
C: 2.646 0.572 -3.845
C: -2.350 -4.335 2.224
C: -1.840 4.809 1.439
C: -0.686 -3.224 -3.228
C: -7.356 1.512 1.186
C: -1.164 1.234 -4.329
C: 5.239 -2.900 -0.142
C: -1.921 2.576 -4.401
C: -2.499 0.579 -0.748
C: -0.659 4.113 2.182
C: -0.889 -3.246 -4.782
C: 3.164 2.156 1.238
C: 0.930 4.136 -1.687
C: 2.420 -6.073 2.341
C: 0.440 -4.059 -2.740
H: -2.914 2.497 -4.843
H: -4.822 -2.986 2.297
H: 2.552 3.055 1.315
H: 3.667 0.621 -4.222
H: 4.330 0.921 2.637
H: 0.402 -4.811 0.683
H: -3.996 2.661 1.338
H: -1.067 3.584 3.043
H: -1.442 5.188 0.498
H: -1.103 -1.757 -2.120
H: 6.222 -0.866 2.520
H: 4.421 -2.894 -0.862
H: -0.803 -1.954 3.889
H: -1.822 -2.718 -4.977
H: 0.375 3.914 0.601
H: 3.065 0.370 0.902
H: -3.331 -3.658 0.400
H: -1.301 3.442 -6.347
H: 2.134 -1.839 -2.871
H: 0.918 -1.629 4.090
H: -2.033 1.380 2.751
H: 4.645 3.535 0.486
H: -3.729 -2.004 3.014
H: -2.133 -1.795 0.192
H: 2.183 1.520 -4.120
H: -2.707 4.255 1.079
H: 3.735 2.754 -0.748
H: -1.277 1.532 4.274
H: 0.391 5.947 1.800
H: 3.910 -1.526 -2.738
H: 1.266 -3.769 -3.389
H: 7.244 -1.496 1.270
H: -4.286 -1.420 1.441
H: 3.247 -6.325 1.677
H: 5.414 -0.803 -0.076
H: -2.160 0.048 3.848
H: -2.145 5.625 2.094
H: 1.247 -4.604 3.277
H: 6.306 -2.657 2.268
H: 2.188 -0.076 -4.592
H: -6.474 1.919 -0.968
H: 0.878 -3.988 -1.744
H: -1.585 -4.046 2.945
H: -5.486 3.056 2.297
H: 3.199 -4.123 3.580
H: -3.053 -4.938 2.798
H: -0.246 -0.969 5.200
H: -0.812 -4.245 -5.213
H: 3.187 0.769 -1.916
H: -0.415 1.123 -5.113
H: -0.856 -0.958 1.795
H: 2.933 -1.535 -1.291
H: 0.224 -5.118 -2.888
H: -0.146 -2.615 -5.269
H: -1.715 -5.044 1.693
H: 5.147 -3.795 0.474
H: 3.613 -2.169 1.614
H: 2.639 -6.288 3.387
H: -7.690 2.516 1.448
H: 6.160 -3.010 -0.714
H: -7.895 1.217 0.286
H: -0.046 3.482 -5.108
H: 0.629 5.576 -2.454
H: -1.110 3.048 -2.750
H: -5.537 0.690 0.488
H: 1.605 -6.763 2.120
H: 0.620 -0.368 -2.498
H: -1.617 -3.462 -2.713
H: -4.661 1.612 2.604
H: 2.809 1.416 3.245
H: 4.179 2.541 3.108
H: -7.443 0.804 2.010
H: -0.635 0.993 -3.407
H: 1.010 -3.285 1.037
H: -1.905 0.438 -4.408
H: -0.147 5.751 3.405
H: 2.110 -4.509 0.215
H: 0.714 0.731 3.276
H: 1.339 4.914 2.879
H: 4.914 1.762 0.132
H: -1.318 4.664 -5.092

=====

These records have strongest force on any atom values of 2.757; 1.855; 6.334; 3.253; 4.561 eV/A, in the order they appear.